Record 1
{
  "formula": "C4H10N2O2",
  "method": "wB97M-V/def2-TZVPD",
  "gap_ev": 4.77,
  "relative_energy_kcal_mol": 309.7,
  "largest_force_ev_per_a": 5.45,
  "total_energy_ha": -417.9675,
  "charge": 0,
  "elements": ["O", "C", "N", "C", "C", "N", "C", "O", "H", "H", "H", "H", "H", "H", "H", "H", "H", "H"],
  "coordinates": [[1.154, 0.690, 0.982], [0.799, 0.466, -0.238], [0.948, -1.035, -0.548], [1.167, -1.748, 0.722], [-0.515, 2.579, 0.094], [-1.327, 2.183, -0.986], [-0.835, 0.874, -0.517], [-1.413, -2.223, -0.282], [0.084, -1.480, -0.930], [1.577, -2.775, 0.573], [1.735, -0.985, 1.399], [0.205, -1.743, 1.175], [-0.777, 3.146, 1.067], [0.489, 2.875, -0.149], [1.546, 1.021, -0.968], [-1.021, 0.114, -1.330], [-1.430, 0.490, 0.290], [-2.385, -2.448, -0.356]],
  "forces_ev_per_angstrom": [[-1.2, 1.2, -0.6], [3.7, -1.9, 0.5], [-1.2, 1.3, 1.8], [2.2, 1.3, -0.8], [-3.0, 2.9, -2.4], [3.9, 0.4, 3.8], [-1.9, -1.8, -2.3], [-0.9, 0.3, 0.1], [-0.1, -0.3, -0.6], [-0.5, 1.0, 0.0], [-0.3, -1.6, -1.0], [-1.4, -0.5, 0.8], [-0.5, -1.9, -0.8], [0.9, -0.5, -0.2], [-2.0, -0.7, 0.3], [-0.1, 0.9, 0.3], [0.6, -0.6, 1.3], [1.6, 0.5, -0.1]]
}



Record 2
{
  "formula": "C4H6N2",
  "method": "wB97M-V/def2-TZVPD",
  "gap_ev": 9.91,
  "relative_energy_kcal_mol": 111.0,
  "largest_force_ev_per_a": 8.37,
  "total_energy_ha": -265.3587,
  "charge": 0,
  "elements": ["C", "C", "C", "C", "N", "N", "H", "H", "H", "H", "H", "H"],
  "coordinates": [[0.184, 0.005, 0.680], [1.570, -1.396, 0.673], [-1.004, 0.626, 0.295], [-1.182, 1.320, -1.063], [0.056, 1.123, 1.271], [1.496, -2.377, 0.023], [2.095, -1.129, 1.633], [-1.959, 0.351, 0.766], [-0.198, 1.518, -1.444], [-1.721, 2.249, -0.995], [-1.700, 0.714, -1.828], [2.364, -3.004, -0.009]],
  "forces_ev_per_angstrom": [[3.9, -2.1, 1.1], [-2.6, 6.2, 5.0], [-3.0, 1.0, -1.3], [0.2, -0.8, 0.2], [0.6, -1.5, -0.8], [1.5, -4.2, -3.9], [0.3, 0.0, -1.3], [0.4, -0.1, -0.1], [0.5, 0.3, -0.3], [-0.2, 0.4, 0.3], [0.2, -0.1, 0.6], [-1.7, 0.8, 0.6]]
}



Record 3
{
  "formula": "C33H65ClIN3O8",
  "method": "wB97M-V/def2-TZVPD",
  "gap_ev": 7.42,
  "relative_energy_kcal_mol": 178.4,
  "largest_force_ev_per_a": 8.06,
  "total_energy_ha": -2820.1749,
  "charge": 0,
  "elements": ["C", "C", "Cl", "C", "C", "C", "C", "N", "C", "C", "N", "C", "C", "I", "C", "N", "C", "O", "H", "H", "H", "H", "H", "H", "H", "H", "H", "C", "C", "C", "O", "H", "H", "H", "H", "H", "H", "H", "H", "C", "C", "C", "O", "H", "H", "H", "H", "H", "H", "H", "H", "C", "C", "C", "O", "H", "H", "H", "H", "H", "H", "H", "H", "C", "C", "C", "O", "H", "H", "H", "H", "H", "H", "H", "H", "C", "C", "C", "O", "H", "H", "H", "H", "H", "H", "H", "H", "C", "C", "C", "O", "H", "H", "H", "H", "H", "H", "H", "H", "C", "C", "C", "O", "H", "H", "H", "H", "H", "H", "H", "H"],
  "coordinates": [[-4.167, 2.727, 0.277], [-3.316, 1.620, -0.523], [-3.952, 1.662, -2.284], [-1.735, 1.916, -0.630], [-1.052, 2.463, 0.711], [-0.035, 3.662, 0.704], [0.632, 4.265, 2.026], [1.527, 5.388, 1.847], [2.046, 5.877, 3.094], [1.700, 5.209, 4.481], [0.856, 4.066, 4.694], [0.321, 3.641, 3.419], [-0.694, 2.400, 3.439], [-1.143, 1.514, 5.405], [-1.366, 1.836, 2.149], [-2.299, 0.659, 2.297], [-1.459, -0.368, 2.386], [-0.680, -1.285, 2.759], [-3.652, 3.160, 1.205], [-5.133, 2.203, 0.666], [-4.525, 3.538, -0.449], [-3.474, 0.545, -0.133], [-1.488, 2.574, -1.557], [-1.229, 0.891, -0.862], [0.251, 4.140, -0.314], [2.746, 6.794, 3.058], [2.193, 5.672, 5.424], [-5.420, -1.489, -5.531], [-6.404, -1.708, -4.393], [-7.531, -0.688, -4.430], [-5.713, -1.607, -3.150], [-4.956, -0.499, -5.463], [-4.610, -2.222, -5.483], [-5.914, -1.577, -6.503], [-6.820, -2.718, -4.454], [-7.142, 0.329, -4.324], [-8.223, -0.850, -3.598], [-8.090, -0.752, -5.367], [-5.342, -0.716, -3.089], [4.229, -1.815, 3.156], [3.778, -0.732, 2.189], [2.703, 0.149, 2.804], [3.268, -1.339, 1.002], [3.396, -2.471, 3.426], [4.993, -2.448, 2.695], [4.641, -1.380, 4.071], [4.635, -0.118, 1.899], [1.816, -0.439, 3.061], [2.380, 0.915, 2.093], [3.068, 0.643, 3.709], [2.508, -1.884, 1.251], [-0.738, 7.920, 6.624], [0.529, 8.751, 6.746], [0.256, 10.078, 7.437], [1.061, 8.992, 5.447], [-1.492, 8.441, 6.025], [-0.529, 6.974, 6.115], [-1.162, 7.702, 7.607], [1.283, 8.192, 7.308], [-0.463, 10.675, 6.866], [1.173, 10.670, 7.506], [-0.139, 9.925, 8.444], [0.401, 9.486, 4.941], [7.876, -3.678, 3.994], [8.337, -2.267, 3.666], [9.266, -2.254, 2.462], [9.015, -1.716, 4.793], [8.728, -4.320, 4.243], [7.219, -3.674, 4.869], [7.337, -4.123, 3.154], [7.468, -1.634, 3.466], [10.167, -2.846, 2.656], [9.599, -1.235, 2.245], [8.769, -2.656, 1.575], [9.786, -2.271, 4.977], [0.222, -3.267, -1.965], [1.713, -3.465, -2.193], [2.259, -4.595, -1.334], [2.404, -2.258, -1.883], [0.018, -3.002, -0.922], [-0.156, -2.445, -2.579], [-0.339, -4.173, -2.210], [1.897, -3.684, -3.249], [2.126, -4.376, -0.269], [3.333, -4.718, -1.500], [1.759, -5.541, -1.561], [2.247, -2.055, -0.949], [-1.727, -2.147, -5.059], [-1.257, -0.740, -5.394], [-0.302, -0.742, -6.577], [-0.604, -0.174, -4.259], [-0.881, -2.786, -4.784], [-2.404, -2.131, -4.199], [-2.247, -2.602, -5.905], [-2.121, -0.108, -5.621], [0.594, -1.332, -6.355], [0.037, 0.274, -6.800], [-0.779, -1.155, -7.470], [0.163, -0.726, -4.050], [-4.799, -6.504, -4.936], [-3.592, -5.592, -5.081], [-2.782, -5.535, -3.795], [-4.029, -4.278, -5.424], [-5.472, -6.140, -4.152], [-5.378, -6.526, -5.864], [-4.495, -7.525, -4.689], [-2.958, -5.948, -5.899], [-3.385, -5.137, -2.972], [-1.924, -4.866, -3.910], [-2.418, -6.527, -3.513], [-4.591, -3.953, -4.706]],
  "forces_ev_per_angstrom": [[-1.1, -0.9, 0.1], [0.4, 0.6, 0.5], [0.4, -0.4, 1.1], [0.8, -0.8, 0.1], [2.2, 2.6, 2.6], [-1.7, -2.2, 1.8], [-0.5, -0.9, -0.2], [-0.5, -1.1, 5.2], [-1.9, -2.5, -0.5], [-0.7, -1.0, -1.2], [1.8, 3.5, -5.0], [-1.2, -1.2, -0.9], [0.0, 0.7, -3.3], [0.4, 0.7, -1.8], [2.6, 2.9, 1.1], [5.0, -3.1, -0.5], [1.4, -1.1, 3.1], [-5.1, 5.5, -3.0], [-0.5, -0.6, -1.6], [1.7, 0.9, -0.7], [0.8, -1.0, 1.2], [0.1, 2.0, -0.7], [-0.5, -0.9, 1.9], [-0.8, 1.7, 0.3], [-0.5, -0.9, 2.1], [-1.3, -1.8, 0.1], [-1.0, -0.9, -1.8], [0.2, -0.2, -0.1], [0.2, 0.8, -0.2], [-0.3, -0.1, 0.1], [0.0, -0.3, 0.2], [-0.2, 0.0, 0.0], [-0.2, 0.3, -0.2], [0.1, 0.0, 0.0], [0.1, 0.0, 0.2], [0.1, -0.1, -0.1], [0.0, 0.0, -0.1], [0.0, 0.0, 0.1], [0.0, -0.1, 0.0], [0.3, -0.1, 0.0], [-0.5, -0.2, 0.4], [-0.1, 0.3, 0.0], [0.0, -0.1, -0.4], [0.0, 0.1, 0.0], [0.0, 0.1, 0.0], [0.0, -0.1, 0.0], [-0.1, -0.1, -0.2], [0.1, -0.1, 0.1], [0.1, 0.0, 0.1], [-0.1, 0.0, 0.0], [0.2, 0.2, 0.2], [0.0, -0.3, 0.0], [-0.6, 0.3, -0.1], [0.2, 0.1, 0.2], [0.3, -0.1, -0.2], [0.0, 0.1, 0.1], [0.0, 0.1, 0.1], [0.0, 0.0, -0.1], [0.1, 0.1, -0.2], [-0.1, -0.1, 0.0], [-0.1, -0.1, 0.0], [0.0, 0.0, -0.1], [0.1, -0.1, 0.1], [-0.3, -0.1, 0.1], [0.5, -0.5, 0.0], [0.0, 0.2, -0.2], [-0.1, 0.2, 0.1], [0.0, 0.1, -0.1], [0.0, 0.0, -0.1], [0.1, 0.0, 0.1], [0.1, 0.1, 0.2], [-0.1, -0.1, 0.0], [-0.1, -0.1, 0.0], [0.1, 0.0, 0.0], [-0.2, 0.1, -0.1], [-0.2, 0.1, -0.2], [-0.2, 0.1, 0.7], [0.2, -0.2, -0.1], [0.0, 0.0, -0.3], [0.1, -0.1, 0.0], [0.0, -0.1, 0.1], [0.0, 0.1, 0.1], [0.1, 0.2, 0.1], [-0.1, 0.0, -0.1], [-0.1, 0.0, 0.0], [0.0, 0.0, 0.1], [0.2, 0.1, -0.3], [-0.2, 0.1, 0.0], [0.5, -0.6, 0.1], [0.0, 0.2, -0.2], [-0.1, 0.3, 0.2], [0.1, 0.1, -0.2], [0.0, 0.0, -0.1], [0.0, 0.0, 0.1], [0.1, 0.1, 0.2], [-0.1, -0.1, 0.0], [-0.1, -0.1, 0.0], [0.1, 0.0, 0.0], [-0.1, 0.1, -0.1], [-0.1, -0.2, -0.2], [-0.4, 0.0, 0.6], [0.3, 0.0, 0.0], [0.0, -0.2, -0.2], [0.1, 0.0, 0.1], [0.1, 0.0, 0.1], [-0.1, 0.1, 0.0], [-0.1, 0.2, 0.0], [-0.1, -0.1, -0.1], [-0.1, -0.1, -0.1], [0.0, 0.1, 0.0], [0.1, -0.2, -0.1]]
}



Record 4
{
  "formula": "C2H3ClFN",
  "method": "wB97M-V/def2-TZVPD",
  "gap_ev": 11.49,
  "relative_energy_kcal_mol": 5.4,
  "largest_force_ev_per_a": 2.90,
  "total_energy_ha": -692.7791,
  "smiles": "C=N[C@@H](F)Cl",
  "charge": 0,
  "elements": ["C", "N", "C", "F", "Cl", "H", "H", "H"],
  "coordinates": [[-0.887, -0.686, -0.799], [-0.582, 0.427, -0.279], [0.469, 0.482, 0.666], [1.300, -0.614, 0.908], [1.700, 1.760, 0.132], [-1.748, -0.632, -1.590], [-0.264, -1.514, -0.587], [0.012, 0.777, 1.549]],
  "forces_ev_per_angstrom": [[-1.4, 1.9, -1.7], [0.2, -0.5, -0.1], [2.1, 0.5, -1.7], [-1.3, 0.1, -0.4], [-1.0, -0.5, 0.3], [1.7, -0.6, 1.7], [0.1, -1.4, -0.1], [-0.3, 0.6, 2.0]]
}



Please write out number 1 again, unchanged.
{
  "formula": "C4H10N2O2",
  "method": "wB97M-V/def2-TZVPD",
  "gap_ev": 4.77,
  "relative_energy_kcal_mol": 309.7,
  "largest_force_ev_per_a": 5.45,
  "total_energy_ha": -417.9675,
  "charge": 0,
  "elements": ["O", "C", "N", "C", "C", "N", "C", "O", "H", "H", "H", "H", "H", "H", "H", "H", "H", "H"],
  "coordinates": [[1.154, 0.690, 0.982], [0.799, 0.466, -0.238], [0.948, -1.035, -0.548], [1.167, -1.748, 0.722], [-0.515, 2.579, 0.094], [-1.327, 2.183, -0.986], [-0.835, 0.874, -0.517], [-1.413, -2.223, -0.282], [0.084, -1.480, -0.930], [1.577, -2.775, 0.573], [1.735, -0.985, 1.399], [0.205, -1.743, 1.175], [-0.777, 3.146, 1.067], [0.489, 2.875, -0.149], [1.546, 1.021, -0.968], [-1.021, 0.114, -1.330], [-1.430, 0.490, 0.290], [-2.385, -2.448, -0.356]],
  "forces_ev_per_angstrom": [[-1.2, 1.2, -0.6], [3.7, -1.9, 0.5], [-1.2, 1.3, 1.8], [2.2, 1.3, -0.8], [-3.0, 2.9, -2.4], [3.9, 0.4, 3.8], [-1.9, -1.8, -2.3], [-0.9, 0.3, 0.1], [-0.1, -0.3, -0.6], [-0.5, 1.0, 0.0], [-0.3, -1.6, -1.0], [-1.4, -0.5, 0.8], [-0.5, -1.9, -0.8], [0.9, -0.5, -0.2], [-2.0, -0.7, 0.3], [-0.1, 0.9, 0.3], [0.6, -0.6, 1.3], [1.6, 0.5, -0.1]]
}